Density functional theory data (the ωB97M-V functional and the def2-TZVPD basis) for a molecular structure, C5H7NO at a distorted geometry.

Results
E_tot ... -8834.27368 eV
Multiplicity ... 1
HOMO level ... -8.780 eV
Relative energy (zero: lowest compared OMol25 entry of this formula, charge and spin) ... 44.5 kcal per mole

Element x y z (Å)
C1 1.7905 -0.5930 -0.7517
C2 0.3918 -0.2325 -0.2348
C3 -0.8312 -0.8163 -0.3718
N1 -1.7421 -0.4543 0.7738
C4 -1.3512 0.8982 0.6093
O1 -2.0182 1.7219 0.0430
C5 0.1661 0.8750 0.7888
H1 2.3894 0.2488 -1.1335
H2 1.7920 -1.3762 -1.5185
H3 2.3838 -0.9999 0.0894
H4 -1.2562 -1.3038 -1.2483
H5 -2.7682 -0.4272 0.6939
H6 0.5266 0.6080 1.7887
H7 0.5269 1.8514 0.4715